2 unconnected molecules or ions with the total composition C2H6O3 at a distorted geometry, computed with ωB97M-V/def2-TZVPD.

Atoms and positions in Å:
C  2.319  -0.572  0.579
O  1.771  -0.120  1.819
H  1.854  0.220  -0.018
H  3.345  -0.711  0.784
H  1.723  -1.547  0.510
H  2.419  0.074  2.536
O  -1.913  -0.448  -0.870
C  -2.803  0.320  -0.920
O  -2.907  1.352  -1.776
H  -3.658  0.264  -0.223
H  -2.149  1.167  -2.421

Values from the calculation:
Highest occupied orbital energy (eV): -9.8122
Total charge: 0
HOMO-LUMO gap (eV): 10.6
SMILES: O=CO.CO

A molecular structure, C2H6O3S2 at a distorted geometry, computed with ωB97M-V/def2-TZVPD.

Atoms and positions in Å:
C  -0.417  0.540  0.847
C  0.837  -0.182  0.323
O  -1.399  -1.558  -1.108
O  -0.240  -3.343  0.186
O  0.122  -1.229  -3.165
S  0.842  -2.559  -2.485
S  -0.156  -2.169  -0.652
H  -0.904  0.170  1.812
H  -0.326  1.718  0.924
H  -1.262  0.496  -0.038
H  1.482  -0.790  0.936
H  1.430  0.352  -0.506
H  -0.671  -1.070  -2.627

Values from the calculation:
Highest occupied orbital energy (alpha / beta) (eV): -9.1550 / -9.1546
Total charge: 0
HOMO-LUMO gap (alpha / beta) (eV): 8.1 / 8.1

C2H6O3S2 in the gas phase at a distorted geometry, computed with ωB97M-V/def2-TZVPD.

Atoms and positions in Å:
C  0.538  -2.068  -0.480
C  -0.325  1.814  0.963
O  1.834  -0.026  0.745
O  -1.914  -0.259  1.683
O  -1.455  -0.149  -0.768
S  0.768  -1.009  0.996
S  -1.077  0.089  0.600
H  0.326  -3.117  -0.017
H  1.596  -2.128  -1.023
H  -0.248  -1.745  -1.032
H  0.480  1.957  0.147
H  -1.046  2.608  1.047
H  0.360  1.627  1.760

Values from the calculation:
Highest occupied orbital energy (eV): -9.6094
Total charge: 0
HOMO-LUMO gap (eV): 10.0

A molecular structure, C2H6ORbS at a distorted geometry, computed with ωB97M-V/def2-TZVPD.

Atoms and positions in Å:
Rb  3.310  -2.335  0.073
C  -1.095  0.259  1.106
S  0.511  0.742  0.435
O  1.473  -0.333  0.879
C  0.103  0.378  -1.299
H  -1.858  1.031  1.130
H  -0.946  -0.070  2.138
H  -1.429  -0.643  0.589
H  -0.445  -0.561  -1.399
H  0.936  0.356  -2.000
H  -0.559  1.176  -1.652

Values from the calculation:
Highest occupied orbital energy (eV): -12.8552
Total charge: +1
HOMO-LUMO gap (eV): 9.1

2 unconnected molecules or ions with the total composition C2H6OS at a distorted geometry, computed with ωB97M-V/def2-TZVPD.

Atoms and positions in Å:
S  2.475  0.428  -1.275
H  2.634  1.384  -0.331
H  2.131  -0.520  -0.386
C  -1.265  -0.990  0.041
C  -1.242  0.168  0.729
O  -0.550  1.293  0.309
H  -1.392  -1.993  0.468
H  -1.266  -0.843  -1.053
H  -1.623  0.274  1.815
H  0.098  0.799  -0.316

Values from the calculation:
Highest occupied orbital energy (alpha / beta) (eV): 0.8818 / -5.6127
Total charge: -1
HOMO-LUMO gap (alpha / beta) (eV): 2.9 / 9.4
Multiplicity: 2

2 unconnected molecules or ions with the total composition C2H6OS at a distorted geometry, computed with ωB97M-V/def2-TZVPD.

Atoms and positions in Å:
C  -1.639  -0.143  1.339
S  -0.983  -1.448  0.324
H  -2.432  0.391  0.818
H  -2.044  -0.521  2.268
H  -0.859  0.581  1.591
H  -1.387  -1.018  -0.879
O  1.766  1.616  -1.217
C  2.333  0.528  -1.365
H  2.617  0.145  -2.358
H  2.627  -0.132  -0.521

Values from the calculation:
Highest occupied orbital energy (alpha / beta) (eV): 0.9021 / -3.7112
Total charge: -1
HOMO-LUMO gap (alpha / beta) (eV): 2.7 / 7.3
Multiplicity: 2

2 unconnected molecules or ions with the total composition C2H6OS at a distorted geometry, computed with ωB97M-V/def2-TZVPD.

Atoms and positions in Å:
C  1.542  0.613  0.017
C  0.841  -0.586  0.503
O  -2.813  -0.307  -0.965
S  -2.122  0.160  0.506
H  1.291  1.005  -0.914
H  1.049  1.450  0.512
H  2.592  0.406  -0.053
H  0.511  -0.537  1.492
H  0.750  -1.421  -0.106
H  -3.641  -0.784  -0.992

Values from the calculation:
Highest occupied orbital energy (alpha / beta) (eV): -9.0195 / -8.0095
Total charge: 0
HOMO-LUMO gap (alpha / beta) (eV): 9.5 / 6.7

A gas-phase ion, C2H6PS3 (charge +1) at a distorted geometry, computed with ωB97M-V/def2-TZVPD.

Atoms and positions in Å:
C  0.796  -0.825  0.895
C  -1.573  0.621  -0.444
P  2.451  -1.099  0.188
S  -0.361  -0.744  -0.655
S  2.994  0.845  -0.343
S  -3.124  -0.267  0.029
H  0.657  -1.828  1.481
H  0.714  0.009  1.622
H  -1.433  1.282  0.364
H  -1.474  1.141  -1.512
H  4.294  0.607  -0.599
H  -3.942  0.259  -1.024

Values from the calculation:
Highest occupied orbital energy (alpha / beta) (eV): -12.4413 / -12.4409
Total charge: +1
HOMO-LUMO gap (alpha / beta) (eV): 5.3 / 5.3

2 unconnected molecules or ions with the total composition C2H6S2 at a distorted geometry, computed with ωB97M-V/def2-TZVPD.

Atoms and positions in Å:
C  -0.768  1.472  0.532
S  -1.782  0.065  0.048
S  2.342  -0.286  -0.081
C  -0.516  -1.096  -0.460
H  -1.392  2.312  0.825
H  0.020  1.799  -0.149
H  -0.157  1.225  1.412
H  0.490  -0.609  -0.471
H  -0.643  -1.377  -1.504
H  -0.422  -1.916  0.245

Values from the calculation:
Highest occupied orbital energy (eV): -9.0232
Total charge: 0
HOMO-LUMO gap (eV): 5.8

2 unconnected molecules or ions with the total composition C2H6S3 at a distorted geometry, computed with ωB97M-V/def2-TZVPD.

Atoms and positions in Å:
C  1.475  0.184  1.211
C  -1.902  0.307  -0.393
S  -1.336  -1.330  -0.066
S  -3.118  1.099  0.458
S  0.892  1.041  -0.207
H  0.845  0.601  1.945
H  2.492  0.352  1.407
H  1.400  -0.937  1.155
H  -1.647  0.627  -1.383
H  -2.236  -1.576  0.908
H  0.679  2.290  0.661

Values from the calculation:
Highest occupied orbital energy (eV): -8.7092
Total charge: 0
HOMO-LUMO gap (eV): 8.4
SMILES: S=CS.CS

2 unconnected molecules or ions with the total composition C2H7BO at a distorted geometry, computed with ωB97M-V/def2-TZVPD.

Atoms and positions in Å:
B  -2.322  -0.418  0.423
C  1.387  -0.260  0.469
C  0.713  0.578  -0.690
O  -0.426  1.144  -0.328
H  -2.246  -1.326  -0.225
H  -3.136  0.123  1.105
H  1.930  -0.959  -0.012
H  1.887  0.372  1.054
H  0.452  -0.679  0.987
H  0.534  -0.100  -1.715
H  1.226  1.523  -1.068

Values from the calculation:
Highest occupied orbital energy (alpha / beta) (eV): -8.3366 / -8.3366
Total charge: 0
HOMO-LUMO gap (alpha / beta) (eV): 7.0 / 7.0

A gas-phase ion, C2H7BrN (charge +1) at a distorted geometry, computed with ωB97M-V/def2-TZVPD.

Atoms and positions in Å:
C  -0.293  -1.077  0.592
C  0.423  -0.151  -0.327
N  -0.277  1.163  -0.502
Br  2.398  0.384  0.394
H  -0.207  -2.115  0.369
H  -0.104  -0.939  1.672
H  -1.408  -0.835  0.542
H  0.494  -0.613  -1.363
H  -1.131  0.826  -0.803
H  -0.324  1.574  0.459
H  0.430  1.783  -1.034

Values from the calculation:
Highest occupied orbital energy (eV): -15.1355
Total charge: +1
HOMO-LUMO gap (eV): 10.5
SMILES: C[C@@H]([NH3+])Br

2 unconnected molecules or ions with the total composition C2H7Cl2N2OP at a distorted geometry, computed with ωB97M-V/def2-TZVPD.

Atoms and positions in Å:
C  -2.498  0.409  0.822
C  -1.245  -1.118  -0.525
N  -0.236  0.680  0.562
N  -1.356  0.104  0.320
O  2.060  0.684  -0.648
P  3.337  -0.108  0.046
Cl  3.700  -1.410  -1.491
Cl  4.732  1.384  -0.363
H  -3.361  -0.202  0.618
H  1.505  0.940  0.075
H  -2.719  1.336  1.443
H  -0.306  -1.479  -0.214
H  -2.155  -1.652  -0.376
H  -1.073  -0.909  -1.540
H  -0.386  1.341  1.273

Values from the calculation:
Highest occupied orbital energy (eV): -8.4789
Total charge: 0
HOMO-LUMO gap (eV): 9.1

2 unconnected molecules or ions with the total composition C2H7Cl3NSi at a distorted geometry, computed with ωB97M-V/def2-TZVPD.

Atoms and positions in Å:
C  -0.009  1.211  0.253
C  -0.768  0.080  -0.319
N  -0.139  -1.234  0.146
Si  -2.658  0.040  -0.043
Cl  -3.203  0.571  1.847
Cl  -3.398  1.295  -1.394
Cl  -2.900  -2.059  -0.242
H  1.037  1.190  0.092
H  -0.483  2.120  -0.055
H  -0.042  1.033  1.375
H  -0.647  -0.325  -2.283
H  -0.991  -1.930  -0.211
H  0.698  -1.425  -0.274
H  -0.046  -1.274  1.099

Values from the calculation:
Highest occupied orbital energy (alpha / beta) (eV): -14.6654 / -14.6667
Total charge: +1
HOMO-LUMO gap (alpha / beta) (eV): 9.4 / 9.4

A molecular structure, C2H7ClN3 at a distorted geometry, computed with ωB97M-V/def2-TZVPD.

Atoms and positions in Å:
C  0.295  0.112  0.248
C  0.155  -0.777  -0.951
N  -0.463  1.106  -0.381
N  -0.653  0.218  -1.442
N  -0.290  -0.227  1.620
Cl  1.842  -1.007  -1.682
H  1.636  0.389  0.619
H  -0.497  -1.757  -0.956
H  -0.199  2.028  -0.464
H  -0.643  0.414  -2.427
H  -0.453  0.756  2.066
H  0.456  -0.571  2.278
H  -1.185  -0.685  1.473

Values from the calculation:
Highest occupied orbital energy (eV): -12.9115
Total charge: +1
HOMO-LUMO gap (eV): 8.9

2 unconnected molecules or ions with the total composition C2H7ClN3 at a distorted geometry, computed with ωB97M-V/def2-TZVPD.

Atoms and positions in Å:
C  2.173  -0.458  0.017
C  0.073  0.966  0.029
N  3.324  -0.083  -0.438
N  -3.618  -0.348  0.374
N  1.150  0.341  0.142
Cl  -0.958  0.758  -1.312
H  1.968  -1.410  0.432
H  -0.187  1.712  0.728
H  4.149  -0.619  -0.632
H  3.572  0.866  -0.444
H  -4.409  0.164  0.811
H  -3.965  -0.634  -0.582
H  -3.272  -1.255  0.874

Values from the calculation:
Highest occupied orbital energy (eV): -12.6981
Total charge: +1
HOMO-LUMO gap (eV): 8.4

2 unconnected molecules or ions with the total composition C2H7ClO3Si at a distorted geometry, computed with ωB97M-V/def2-TZVPD.

Atoms and positions in Å:
C  -0.799  -1.685  1.662
C  1.038  2.252  -0.796
O  0.254  -1.702  -1.858
O  0.041  -0.456  1.526
O  0.981  0.901  -1.345
Si  -0.066  -0.309  -1.511
Cl  -1.943  0.320  -1.585
H  -1.757  -1.485  2.013
H  -0.444  -2.464  2.230
H  -1.078  -2.110  0.741
H  0.768  2.217  0.191
H  0.231  2.905  -1.187
H  2.041  2.436  -1.112
H  0.732  -0.822  1.030

Values from the calculation:
Highest occupied orbital energy (eV): -10.8586
Total charge: 0
HOMO-LUMO gap (eV): 11.1
SMILES: CO[Si](=O)Cl.CO

2 unconnected molecules or ions with the total composition C2H7ClOP at a distorted geometry, computed with ωB97M-V/def2-TZVPD.

Atoms and positions in Å:
C  0.095  -1.390  0.132
C  -1.127  1.660  0.093
O  -2.569  -0.715  -0.140
P  -1.281  -0.217  -0.020
Cl  3.321  0.269  -0.782
H  0.890  -0.909  -0.381
H  -0.129  -2.420  -0.245
H  0.552  -1.671  1.142
H  -1.961  2.248  0.141
H  -0.679  2.034  -0.789
H  -0.375  1.924  0.850
H  3.264  -0.813  -0.001

Values from the calculation:
Highest occupied orbital energy (eV): -15.3649
Total charge: +1
HOMO-LUMO gap (eV): 9.0

A gas-phase ion, C2H7FNO (charge +1) at a distorted geometry, computed with ωB97M-V/def2-TZVPD.

Atoms and positions in Å:
C  -1.354  -0.323  -0.171
C  0.732  0.270  0.685
N  -0.074  0.309  -0.557
O  2.129  0.624  0.254
F  2.445  -0.547  -0.310
H  -2.072  0.435  0.274
H  -1.974  -0.727  -1.070
H  -1.244  -1.186  0.569
H  0.748  -0.755  1.057
H  0.436  0.887  1.428
H  0.561  -0.238  -1.213
H  -0.334  1.251  -0.945

Values from the calculation:
Highest occupied orbital energy (eV): -16.3921
Total charge: +1
HOMO-LUMO gap (eV): 12.6
SMILES: C[NH2+]COF

A gas-phase ion, C2H7IN (charge +1) at a distorted geometry, computed with ωB97M-V/def2-TZVPD.

Atoms and positions in Å:
C  1.044  0.289  0.825
C  -0.743  -0.766  -0.616
N  0.268  0.302  -0.539
I  -2.837  0.269  0.144
H  1.576  -0.558  1.124
H  1.660  1.157  1.003
H  0.223  0.300  1.528
H  -1.098  -0.960  -1.628
H  -0.617  -1.612  -0.010
H  0.850  0.430  -1.405
H  -0.326  1.149  -0.427

Values from the calculation:
Highest occupied orbital energy (eV): -14.0708
Total charge: +1
HOMO-LUMO gap (eV): 8.7
SMILES: C[NH2+]CI